(1)
Molecular formula: C25H44Cl3N4O3SeSiTb
Method: DFT, ωB97M-V with the def2-TZVPD basis set

```
82
Properties=species:S:1:pos:R:3:forces:R:3
C -1.591979 -2.329694 -3.532520 0.1 0.2 -0.4
C -1.126187 -3.170738 -2.387153 0.6 -0.7 0.5
H -1.581080 -2.894248 -4.467446 0.0 0.2 0.1
H -0.937843 -1.452950 -3.641643 -0.2 -0.1 0.0
H -2.615132 -1.951455 -3.390818 0.3 -0.1 0.2
C -0.543479 -4.375190 -2.523783 -0.5 0.5 0.1
C -0.274381 -5.077065 -3.818993 0.1 -0.3 -0.5
H -0.299963 -4.947236 -1.627821 0.0 0.2 -0.2
H -0.198133 -4.396544 -4.681406 0.0 -0.3 0.3
H -1.057352 -5.818430 -4.045407 0.1 0.2 0.0
H 0.660254 -5.653960 -3.765038 -0.1 0.2 0.0
Tb -0.012176 0.367874 0.332406 -0.6 -1.9 -0.8
Cl -2.539221 0.960878 0.706849 0.0 0.2 0.1
Cl 1.076825 1.902425 -1.300783 0.3 0.5 0.0
H 0.780327 4.666953 4.148051 0.2 0.0 -0.3
H -1.366973 5.767709 3.231772 0.0 -0.1 -0.2
C 1.100275 4.651646 3.093707 -0.2 0.1 0.0
C -1.055071 5.518845 2.208592 0.0 0.0 -0.2
N -0.061436 4.453119 2.229486 0.0 0.1 0.3
H 1.816153 3.844329 2.924153 -0.2 0.2 0.0
C -0.292627 3.294916 1.623505 0.7 -1.3 0.1
O 0.418326 2.263303 1.782907 -0.9 1.4 0.0
H -1.922237 5.179183 1.635669 0.1 0.1 0.1
H -1.158675 3.262262 0.940510 0.1 0.1 0.4
H 1.550352 5.623146 2.847733 0.0 -0.3 0.1
H -0.648620 6.423112 1.738154 0.0 -0.2 0.1
H 1.344830 -1.591980 -2.627090 0.2 0.1 0.1
H 2.388422 -4.169668 -1.431443 0.1 0.2 -0.1
C 2.388515 -1.375112 -2.362178 -0.6 -0.2 -0.1
C 3.225895 -3.472344 -1.302921 -0.1 0.1 0.1
N 2.744833 -2.100995 -1.140753 0.6 0.2 0.5
H 2.484015 -0.291591 -2.225023 0.1 -0.4 0.1
C 2.716844 -1.537385 0.073907 -0.7 0.7 -0.5
O 2.195510 -0.423651 0.328990 1.1 -1.3 -0.2
H 3.774415 -3.763976 -0.400227 0.0 0.0 -0.3
H 3.197827 -2.136013 0.868054 -0.2 0.1 -0.2
H 3.035097 -1.752383 -3.165526 -0.1 0.3 0.2
H 3.860947 -3.538611 -2.194015 0.0 0.0 0.3
O -0.492785 -1.397461 -0.904666 1.0 1.3 0.6
C -1.302671 -2.501109 -1.020879 -0.7 0.0 0.5
C 0.125427 -3.898425 0.529317 0.0 -0.3 0.1
C -1.142677 -3.441887 0.179573 -0.2 0.2 -0.7
H 0.997758 -3.464058 0.023167 -0.5 -0.3 0.3
C 0.258425 -4.928944 1.461433 0.2 0.3 -0.2
H -2.348767 -2.148498 -1.021224 -0.2 -0.2 0.2
C -2.267632 -3.904877 0.864287 0.3 -0.3 -0.1
H 1.265084 -5.280376 1.696091 -0.3 -0.1 0.1
C -0.872569 -5.502841 2.043657 0.0 0.2 0.0
C -2.138065 -4.965069 1.768042 0.2 0.0 0.0
H -3.230532 -3.440008 0.633718 0.2 -0.4 0.1
H -0.742272 -6.357406 2.712791 -0.2 0.3 -0.1
H -3.023785 -5.391199 2.239910 0.2 0.1 0.0
Si -0.603324 3.643819 -3.810800 0.7 0.1 -0.1
Cl -0.958707 1.560422 -3.815472 0.0 0.6 -0.4
C 1.211291 4.123956 -3.577944 0.1 -0.4 0.1
C -1.646781 4.314522 -2.410600 -0.2 0.1 0.0
C -1.007273 4.364588 -5.511112 -0.4 -0.2 0.0
H 1.734228 3.415440 -2.919373 -0.2 0.5 -0.4
H 1.260511 5.116797 -3.101922 0.0 -0.2 -0.2
H 1.732515 4.160643 -4.545395 -0.2 0.1 0.2
H -0.244678 4.081839 -6.250983 -0.2 -0.1 0.3
H -1.026085 5.460958 -5.484258 0.0 -0.1 0.2
H -1.979233 4.033233 -5.891739 0.1 0.0 0.0
H -1.531814 3.714435 -1.497140 0.0 0.0 -0.3
H -2.704964 4.296239 -2.706486 0.2 0.1 0.2
H -1.353040 5.346784 -2.172495 -0.1 -0.2 -0.1
C -2.344936 -0.154405 4.146307 -0.5 -0.3 0.1
N -1.028630 0.381972 4.418496 0.8 0.0 -0.4
C -0.738013 1.477495 5.204972 0.5 0.0 -0.2
C 0.599603 1.703854 5.099691 -0.5 -0.2 -0.2
N 1.107862 0.749121 4.240719 -0.5 -0.3 -0.2
C 2.470979 0.744090 3.741785 0.3 0.0 0.1
C 0.106058 -0.084167 3.815087 0.0 1.2 1.1
Se 0.199951 -1.568343 2.749061 0.1 -0.3 -0.3
H -2.778274 0.284990 3.235605 0.2 -0.1 0.3
H -2.978171 0.044880 5.015928 0.1 -0.1 -0.2
H -2.240983 -1.233721 3.991441 -0.1 0.2 0.1
H -1.498532 1.995901 5.762776 0.0 0.0 0.0
H 1.229596 2.460809 5.534667 -0.1 -0.1 0.0
H 2.645746 1.596187 3.070330 -0.2 -0.3 0.1
H 3.161964 0.816276 4.591634 -0.1 -0.1 -0.2
H 2.641135 -0.184897 3.189513 -0.1 0.2 0.1
```
Forces are in eV/Å.

## Properties
**Charge**: 0
**Frontier orbital gap (spin up / spin down)**: 8.13 / 8.02 eV
**E_LUMO (spin up / spin down)**: 0.27 / 0.27 eV
**Maximum force**: 2.124 eV Å⁻¹
**2S+1**: 7


(2)
Molecular formula: C5H6BrNO
Method: DFT, ωB97M-V with the def2-TZVPD basis set

```
14
Properties=species:S:1:pos:R:3:forces:R:3
C -0.180691 -0.961431 0.055300 3.6 2.7 1.6
C 1.016401 1.361904 0.170165 -0.1 0.3 -1.9
C -0.120444 -2.256470 0.143223 0.6 -0.1 -0.7
C -1.169642 0.135361 -0.210187 -0.6 -1.2 0.6
C -0.488098 1.499396 -0.161475 1.1 -2.5 3.1
N 1.317362 0.087354 0.600440 -1.4 -2.1 -1.4
O 1.711830 2.342732 -0.005837 0.4 -0.9 0.6
Br 3.146454 -0.548857 0.323485 -1.9 0.6 0.3
H 0.736572 -2.928899 0.160574 0.0 0.6 0.5
H -1.043264 -2.726534 -0.068450 -1.0 -0.6 -0.2
H -1.525100 -0.089083 -1.234741 -0.3 0.3 0.6
H -1.998741 0.009271 0.553119 0.7 0.3 -1.1
H -0.730491 2.079202 0.701344 -1.1 0.6 0.4
H -0.672142 1.996059 -1.026958 0.0 1.8 -2.4
```
Forces are in eV/Å.

## Properties
**Charge**: 0
**Frontier orbital gap**: 9.04 eV
**E_LUMO**: -0.38 eV
**Maximum force**: 4.805 eV Å⁻¹


(3)
Molecular formula: C36H44Ge2IrN4O6S
Method: DFT, ωB97M-V with the def2-TZVPD basis set

```
94
Properties=species:S:1:pos:R:3:forces:R:3
Ir -0.867581 0.129537 -1.414570 -0.4 0.6 0.5
C 4.379066 0.145711 -2.303137 0.1 0.0 0.0
C 2.902464 0.439015 -2.571604 -0.1 0.1 0.1
Ge 1.708114 -0.843323 -1.686983 0.6 -0.2 -0.3
C 1.506427 -2.560427 -2.592828 0.2 -0.1 0.1
C 2.649741 -3.509672 -2.217759 0.0 -0.1 0.0
C 2.441898 -1.001409 0.089926 -0.1 -0.1 0.0
C 1.991569 -0.345146 1.153539 0.1 0.2 0.1
Ge 0.220657 0.500543 0.946295 -0.1 0.0 0.0
C 0.366168 2.465041 1.079030 0.0 0.0 0.0
C 0.950786 3.083207 2.347142 0.0 0.0 0.0
C -1.113520 -0.338776 2.173082 0.2 0.0 0.0
C -1.055825 -0.118217 3.687208 0.0 0.0 0.0
C 2.791532 -0.232318 2.405264 0.0 0.0 0.0
C 2.237590 0.301408 3.563825 0.0 0.0 0.0
C 2.965056 0.404479 4.741437 0.0 0.0 0.0
C 4.282786 -0.017142 4.777365 0.0 0.0 0.0
C 4.867448 -0.521605 3.622100 0.0 0.0 0.0
C 4.135343 -0.620473 2.452649 0.0 0.0 0.0
H 5.018646 0.884669 -2.787448 0.0 0.0 0.0
H 4.674441 -0.831891 -2.689036 0.0 0.0 0.0
H 4.612020 0.166749 -1.237467 0.0 0.0 0.0
H 2.678303 0.421319 -3.637976 0.0 0.0 0.0
H 2.654732 1.438747 -2.198063 0.0 0.0 0.0
H 1.497156 -2.353374 -3.663707 0.0 0.0 0.0
H 0.551543 -3.025069 -2.350140 0.0 0.1 0.0
H 3.625589 -3.116319 -2.508372 0.0 0.0 0.0
H 2.530189 -4.472451 -2.716234 0.0 0.0 0.0
H 2.675816 -3.702793 -1.143283 0.0 0.0 0.0
H 3.398501 -1.521202 0.139942 0.0 -0.1 -0.1
H -0.644981 2.836169 0.931919 -0.1 0.1 0.0
H 0.950837 2.787788 0.210658 0.0 0.0 0.0
H 0.334019 2.872640 3.222599 0.0 0.0 0.0
H 1.015489 4.169496 2.250916 0.0 0.0 0.0
H 1.954778 2.716057 2.556281 0.0 0.0 0.0
H -1.092580 -1.409666 1.963307 0.0 0.0 -0.1
H -2.070876 0.029801 1.832815 -0.1 0.0 -0.1
H -0.203382 -0.605250 4.154291 0.0 0.0 0.0
H -1.947239 -0.548032 4.148872 0.0 0.0 0.0
H -1.033497 0.940427 3.956722 0.0 0.0 0.0
H 1.224309 0.668533 3.551232 0.0 0.0 0.0
H 2.498891 0.820719 5.625247 0.0 0.0 0.0
H 4.857392 0.058868 5.690815 0.0 0.0 0.0
H 5.904426 -0.830599 3.630152 0.0 0.0 0.0
H 4.628898 -0.992595 1.564908 0.0 0.0 0.0
N -2.375507 -0.436355 -2.982735 0.1 -0.7 -0.1
N -1.750656 -0.264840 -4.231441 -0.1 0.4 0.0
C -0.375553 -0.277925 -4.299304 0.2 0.1 0.1
O 0.234416 -0.340736 -5.334553 -0.2 0.0 0.0
O 0.243542 -0.122914 -3.121847 -0.3 -0.4 0.1
H -2.482140 -1.446945 -2.777538 -0.2 0.1 0.1
H -3.294788 -0.006634 -2.968807 0.2 0.3 -0.1
H -2.267164 -0.454499 -5.074916 0.1 -0.2 0.0
N -2.480279 0.808661 -0.252642 0.2 -0.2 0.2
S -3.286830 2.126070 -0.724528 -0.5 0.0 -0.3
C -3.097527 3.519134 0.366343 0.2 -0.1 0.1
C -2.235798 4.582727 0.130491 0.0 0.0 -0.1
C -2.202755 5.625685 1.040449 0.0 0.0 0.0
C -3.013580 5.594261 2.168676 0.0 0.0 0.0
C -3.875772 4.529055 2.390676 0.0 0.0 0.0
C -3.930899 3.487278 1.478409 0.0 0.0 0.1
C -2.397766 2.628340 -2.159969 0.0 0.3 0.0
C -3.041205 3.359339 -3.144917 0.0 0.0 0.1
C -2.335624 3.708485 -4.288422 0.0 0.0 -0.1
C -1.009445 3.327741 -4.441399 0.0 0.1 0.0
C -0.372778 2.591876 -3.452891 0.0 0.2 0.1
C -1.071470 2.234180 -2.303653 0.0 -0.2 -0.6
H -3.169055 0.114634 0.012223 0.1 -0.1 0.0
H -1.600706 4.602026 -0.745569 0.0 0.0 0.0
H -1.538156 6.461910 0.871639 0.0 0.0 0.0
H -2.979784 6.413763 2.874004 0.0 0.0 0.0
H -4.514134 4.515971 3.263151 0.0 0.0 0.0
H -4.612609 2.659408 1.633511 0.0 0.0 0.0
H -4.078157 3.647805 -3.026383 0.0 0.0 0.0
H -2.829751 4.274898 -5.066234 0.0 0.0 0.0
H -0.469943 3.595289 -5.339656 0.0 0.0 0.0
H 0.658619 2.287781 -3.566584 0.0 0.0 0.0
H -0.429501 1.854405 -1.420603 0.2 0.2 0.3
O -2.300012 -2.922978 -1.842267 0.0 0.2 0.0
C -1.533573 -2.796061 -0.892444 0.1 0.1 -0.1
O -0.893571 -1.714490 -0.562092 0.0 -0.1 -0.1
C -1.229194 -3.937242 0.024693 -0.1 -0.1 0.0
C -0.130685 -3.900899 0.878062 0.1 0.0 0.1
C 0.129384 -4.972420 1.715638 0.0 0.0 0.0
C -0.733717 -6.052233 1.683087 0.0 0.0 0.0
C -1.830057 -6.117010 0.843455 0.0 0.0 0.0
C -2.068965 -5.045720 -0.000420 0.0 -0.1 0.0
N -0.469261 -7.193168 2.590508 0.0 0.0 0.0
O 0.516471 -7.128189 3.293465 0.0 0.0 0.0
O -1.257071 -8.113784 2.570839 0.0 0.0 0.0
H 0.525385 -3.039070 0.884357 0.0 0.0 0.0
H 0.976330 -4.981098 2.384817 0.0 0.0 0.0
H -2.466581 -6.988593 0.857698 0.0 0.0 0.0
H -2.905272 -5.060090 -0.685308 0.0 0.0 0.0
```
Forces are in eV/Å.

## Properties
**Charge**: +1
**Frontier orbital gap**: 7.18 eV
**E_LUMO**: -3.59 eV
**Maximum force**: 0.921 eV Å⁻¹